114
Properties=species:S:1:pos:R:3:forces:R:3 method="wB97M-V/def2-TZVPD" charge=-1 max_force_ev_per_a=0.98 de_lowest_kj_mol=0.0 orbital_gap_ha=0.247 homo_energy_ev=-4.489
C -1.233 -0.925 -2.116 0.196 -0.589 -0.366
C 0.251 -1.010 -1.745 0.257 0.752 0.175
N 0.677 -0.149 -0.642 -0.056 -0.066 0.222
In -0.149 -0.572 1.267 0.128 -0.483 -0.207
C 1.466 -1.212 2.653 0.209 0.189 -0.141
C 2.173 -2.449 2.212 -0.389 -0.120 -0.135
N 1.647 -3.536 1.796 0.185 0.231 0.267
P -1.385 1.518 2.100 -0.113 -0.839 0.488
O -1.830 1.419 3.514 0.160 0.180 0.281
O -2.683 1.762 1.132 0.399 0.409 -0.196
O -0.574 2.933 1.890 -0.335 0.019 -0.541
H -1.530 -1.817 -2.677 -0.051 -0.003 -0.072
H -1.873 -0.883 -1.238 -0.020 0.148 0.097
H -1.399 -0.077 -2.780 -0.187 0.228 0.192
H 0.557 -2.028 -1.507 -0.177 -0.149 0.020
H 0.817 -0.711 -2.635 0.088 -0.268 -0.137
H 0.589 0.823 -0.913 -0.060 0.051 -0.047
H -1.315 -1.898 1.100 0.002 0.208 0.013
H 1.050 -1.387 3.647 -0.098 0.045 0.011
H 2.195 -0.403 2.731 0.007 0.047 0.174
H 3.266 -2.421 2.265 0.052 -0.093 -0.120
H 0.629 -3.412 1.783 -0.026 -0.072 -0.061
H -2.843 0.934 0.671 -0.119 -0.113 -0.199
H -0.002 3.004 2.657 0.101 0.172 0.254
C -3.164 8.288 1.761 0.076 -0.060 0.010
C -4.237 7.526 1.000 -0.073 0.042 0.046
O -3.735 6.557 0.107 0.033 0.018 -0.117
C -2.956 5.518 0.698 0.043 -0.099 0.023
C -3.693 4.693 1.733 -0.062 0.179 0.120
H -2.463 8.754 1.067 -0.014 0.018 -0.007
H -3.620 9.067 2.375 -0.015 0.012 -0.020
H -2.594 7.634 2.422 -0.035 0.003 0.034
H -4.804 8.224 0.380 0.002 -0.027 -0.038
H -4.951 7.074 1.699 0.042 -0.005 0.042
H -2.034 5.931 1.121 -0.012 0.005 0.024
H -2.659 4.876 -0.130 -0.021 0.031 -0.037
H -3.978 5.288 2.606 0.056 -0.009 0.004
H -3.049 3.884 2.070 -0.113 0.085 0.020
H -4.600 4.262 1.309 0.022 -0.047 -0.026
C 3.268 5.908 2.316 0.006 -0.105 0.046
C 4.027 5.665 1.022 -0.056 0.087 -0.043
O 4.847 4.514 1.038 0.125 0.016 0.021
C 4.172 3.282 1.257 -0.078 -0.110 0.008
C 3.115 2.956 0.220 -0.051 0.138 -0.016
H 3.959 5.959 3.160 0.007 0.023 -0.004
H 2.717 6.847 2.257 0.014 0.016 -0.010
H 2.549 5.115 2.521 -0.043 0.028 -0.034
H 4.706 6.499 0.838 0.045 -0.031 -0.007
H 3.332 5.632 0.175 -0.039 -0.026 0.032
H 3.740 3.261 2.264 -0.027 0.014 -0.010
H 4.953 2.522 1.238 0.053 0.046 -0.007
H 2.293 3.673 0.234 -0.044 -0.048 0.046
H 2.692 1.970 0.413 -0.003 -0.070 -0.041
H 3.545 2.960 -0.783 0.025 -0.046 0.006
C 1.842 -1.151 7.230 0.111 -0.079 0.012
C 0.845 -2.103 6.591 -0.074 0.091 0.050
O 1.438 -3.084 5.763 -0.066 -0.036 -0.151
C 2.351 -3.966 6.377 0.071 -0.039 0.029
C 1.750 -4.796 7.500 -0.071 0.058 0.041
H 2.453 -0.673 6.464 -0.029 0.020 -0.019
H 1.314 -0.379 7.790 -0.022 0.016 -0.027
H 2.513 -1.664 7.923 -0.034 0.006 0.035
H 0.178 -1.541 5.937 -0.002 -0.037 -0.047
H 0.213 -2.572 7.356 0.041 -0.008 0.033
H 3.235 -3.421 6.731 -0.017 -0.001 0.055
H 2.689 -4.626 5.578 -0.023 0.037 -0.052
H 1.429 -4.177 8.340 0.039 0.002 0.016
H 2.487 -5.507 7.876 0.007 -0.016 -0.023
H 0.880 -5.349 7.141 0.011 -0.016 -0.018
C 3.303 -2.799 -7.006 0.105 0.085 0.031
C 2.154 -1.926 -6.528 -0.037 -0.052 -0.119
O 2.448 -1.163 -5.378 -0.105 -0.036 0.107
C 3.510 -0.238 -5.494 0.085 0.066 0.012
C 3.293 0.823 -6.560 -0.069 -0.060 -0.079
H 3.639 -3.457 -6.203 -0.025 -0.020 0.001
H 2.983 -3.411 -7.850 -0.025 -0.014 0.011
H 4.160 -2.207 -7.331 -0.020 0.001 -0.048
H 1.313 -2.562 -6.249 -0.027 0.060 0.085
H 1.799 -1.276 -7.338 0.057 -0.023 -0.045
H 4.460 -0.761 -5.658 -0.003 0.009 -0.052
H 3.580 0.238 -4.516 -0.040 -0.040 0.031
H 3.253 0.394 -7.564 0.050 0.003 -0.002
H 4.111 1.544 -6.541 -0.001 0.012 0.029
H 2.356 1.353 -6.385 0.010 0.017 0.028
C -0.669 -6.118 3.605 -0.190 -0.081 -0.054
C -1.210 -4.822 4.183 0.179 0.026 0.087
O -2.375 -4.339 3.543 -0.095 0.185 -0.109
C -3.515 -5.164 3.568 0.023 -0.113 0.008
C -4.023 -5.477 4.967 0.069 -0.009 0.062
H -0.484 -6.009 2.536 0.067 0.029 0.010
H 0.269 -6.380 4.096 0.029 0.045 -0.020
H -1.363 -6.951 3.744 0.019 -0.007 0.048
H -0.467 -4.035 4.053 -0.020 0.031 0.010
H -1.377 -4.918 5.264 -0.011 -0.052 -0.002
H -3.335 -6.092 3.010 0.001 -0.038 0.050
H -4.279 -4.612 3.020 0.031 0.038 -0.021
H -3.302 -6.062 5.541 -0.008 -0.034 -0.023
H -4.948 -6.053 4.911 -0.016 0.015 -0.014
H -4.217 -4.555 5.516 -0.017 0.011 -0.015
C -3.120 -2.113 -9.149 0.109 0.034 -0.011
C -3.483 -1.356 -7.882 -0.092 -0.003 -0.054
O -2.385 -1.090 -7.035 0.020 -0.055 0.119
C -1.348 -0.301 -7.587 0.120 0.064 -0.035
C -1.790 1.086 -8.021 -0.125 -0.029 -0.045
H -2.608 -3.044 -8.903 -0.022 -0.015 0.008
H -4.023 -2.348 -9.715 -0.017 -0.013 0.019
H -2.464 -1.532 -9.799 -0.042 0.021 -0.022
H -4.166 -1.958 -7.283 0.029 0.007 0.052
H -4.015 -0.429 -8.127 0.027 0.005 -0.044
H -0.866 -0.833 -8.417 -0.021 0.044 -0.041
H -0.600 -0.209 -6.799 -0.049 -0.079 0.064
H -2.513 1.051 -8.838 0.042 0.002 -0.036
H -0.930 1.661 -8.366 0.021 -0.001 0.027
H -2.253 1.616 -7.188 0.032 0.007 0.020